Entry 1:
The following is a DFT calculation (ωB97M-V/def2-TZVPD) of a structure of composition C8H15N3O5 at a distorted geometry.

For the HOMO energy, the calculation gives -8.08 eV. Its calculated total energy is -23238.3736 eV. The total charge is 0. The calculation puts the orbital gap at 6.02 eV. The calculation puts the LUMO energy at -0.076 hartree.

Each line ends with the Mulliken charge.
Atoms and positions in Å:
C: -1.102544 0.337494 0.246235  1.55
C: -0.502529 -0.931205 -0.238878  -0.40
C: -2.327646 -0.087232 1.237091  -1.50
C: -3.601793 0.081862 0.357030  0.64
C: 1.892090 -0.121662 0.187703  -0.03
C: 1.527200 1.366268 -0.372577  0.37
C: 3.288367 -0.502918 -0.192890  0.67
C: 4.172318 0.246778 0.827881  -1.73
H: -1.215116 1.669677 -1.338848  0.24
H: -3.116627 0.983626 -0.861243  0.30
H: -0.497230 1.369889 0.490487  0.23
H: -2.319624 -1.105249 1.586647  0.33
H: -2.485931 0.510122 2.178601  0.34
H: -4.686377 -1.437447 -0.609814  0.27
H: -3.348685 -2.120495 0.177477  0.26
H: 1.148724 -1.952072 -0.734604  0.23
H: 2.093305 -0.072094 1.350914  0.31
H: 3.424081 -0.122222 -1.226016  0.30
H: 5.004641 -2.030240 0.548829  0.32
H: 5.314880 0.291119 0.457734  0.36
H: 4.377912 -0.213438 1.848104  0.43
H: 3.968614 1.260201 0.819370  0.47
H: 1.777310 1.844092 1.557763  0.46
N: -1.751216 0.846266 -0.949980  -0.81
N: -3.981853 -1.273575 0.144594  -0.47
N: 0.951514 -1.092316 -0.290200  -0.18
O: -1.271529 -1.744966 -0.617677  -0.61
O: -4.280124 1.076630 0.210783  -0.56
O: 1.219956 1.571918 -1.573119  -0.56
O: 3.365836 -1.966902 -0.044430  -0.68
O: 1.460640 2.241520 0.663709  -0.52

Atoms 1-2, force components in eV/Å:
-1.35 3.86 1.15
4.02 1.12 0.78

=====

Entry 2:
The following is a DFT calculation (ωB97M-V/def2-TZVPD) of a cluster of 2 separate species, CH2IN in total.

For the HOMO energy, the calculation gives -10.39 eV. Its calculated total energy is -10659.1452 eV. The total charge is 0. The calculation puts the orbital gap at 10.85 eV. The calculation puts the LUMO energy at 0.017 hartree.

Each line ends with the Mulliken charge.
Atoms and positions in Å:
C: 0.535118 0.201201 2.505115  0.06
N: 1.002708 1.042327 3.112846  -0.31
I: -1.531231 -0.101859 -1.857675  -0.10
H: 0.108023 -0.585470 1.937654  0.25
H: -0.446766 0.543276 -2.797009  0.10

Atoms 1-2, force components in eV/Å:
-0.19 -0.40 -0.29
0.32 0.59 0.43

=====

Entry 3:
The following is a DFT calculation (ωB97M-V/def2-TZVPD) of a cluster of 2 separate species, C3H6FN in total at a distorted geometry.

For the HOMO energy (alpha / beta), the calculation gives -7.86 / -10.21 eV. Its calculated total energy is -7411.2094 eV. The total charge is 0. The calculation puts the orbital gap (alpha / beta) at 7.56 / 10.18 eV. The calculation puts the LUMO energy (alpha / beta) at -0.011 / -0.001 hartree.

Each line ends with the Mulliken charge.
Atoms and positions in Å:
C: -1.448180 -0.667100 -0.420843  -0.67
C: -0.603611 -0.404936 0.540236  -0.13
C: -0.102747 0.972399 0.679009  -0.19
N: 2.245010 0.197446 -0.340985  -0.52
F: -0.549297 1.867580 -0.129362  -0.20
H: -1.900091 -1.748389 -0.566884  0.23
H: -1.476226 -0.121534 -1.351786  0.25
H: -0.472243 -1.065281 1.436304  0.32
H: 0.421431 1.333969 1.483792  0.46
H: 1.902022 -0.689350 -0.019834  0.24
H: 1.983928 0.325201 -1.309645  0.23

Atoms 1-2, force components in eV/Å:
-1.75 -4.22 -2.92
1.00 2.42 3.15

=====

Entry 4:
The following is a DFT calculation (ωB97M-V/def2-TZVPD) of an isolated molecule of C16H12F3N3O2.

For the HOMO energy, the calculation gives -8.34 eV. Its calculated total energy is -33505.0821 eV. The total charge is 0. The calculation puts the orbital gap at 8.73 eV. The calculation puts the LUMO energy at 0.015 hartree.

Each line ends with the Mulliken charge.
Atoms and positions in Å:
O: 0.141637 -1.025841 0.998223  -0.65
C: -0.007597 -1.445888 -0.122988  0.70
N: -1.090781 -1.248357 -0.916428  -0.10
C: -2.273101 -0.541891 -0.625734  0.77
C: -2.465685 0.124147 0.567150  -0.25
C: -3.678524 0.790399 0.745865  0.66
C: -4.666673 0.777073 -0.269731  -0.20
C: -4.463498 0.104377 -1.471620  -1.31
C: -3.264812 -0.546256 -1.628917  -0.47
H: -3.068998 -1.080440 -2.548427  0.32
H: -5.213888 0.093685 -2.246748  0.39
N: -5.706885 1.504042 0.211239  0.32
N: -5.457590 1.973476 1.440863  -0.89
C: -4.263293 1.566145 1.782283  -0.51
H: -3.849393 1.824807 2.735612  0.51
H: -6.583943 1.712870 -0.236063  0.15
H: -1.709772 0.129552 1.332798  0.59
H: -1.078196 -1.675753 -1.832324  0.17
C: 1.064209 -2.305578 -0.824425  -0.91
O: 2.211082 -2.464493 -0.032542  -0.43
C: 2.948587 -1.371569 0.287764  0.64
C: 3.976723 -1.581830 1.209544  -0.83
C: 4.810007 -0.548605 1.581717  -0.51
C: 4.642479 0.717709 1.044366  -0.83
C: 3.621341 0.923627 0.130063  -0.23
C: 2.775874 -0.105399 -0.260230  0.15
H: 1.989055 0.106095 -0.966193  0.49
C: 3.457514 2.286018 -0.478388  0.85
F: 4.386873 2.526447 -1.429812  -0.26
F: 3.587859 3.276661 0.417567  -0.27
F: 2.269759 2.467140 -1.076171  -0.27
H: 5.284856 1.534646 1.332263  0.44
H: 5.596559 -0.725913 2.298403  0.39
H: 4.093651 -2.570835 1.622620  0.45
H: 1.309882 -1.881283 -1.808755  0.43
H: 0.674679 -3.318989 -0.962834  0.49

Atoms 1-2, force components in eV/Å:
-0.07 0.03 0.17
0.29 -0.33 -0.32

=====

Listing ΔE to the lowest compared entry with this formula, charge and spin for the structures above in their given order: 237.3 0.5 84.2 0.0 kcal/mol.